8
Properties=species:S:1:pos:R:3:forces:R:3:lowdin_spin:R:1 method="wB97M-V/def2-TZVPD" s2=2.009 total_charge=-1 e_lumo_ev="2.773 / -0.036" total_energy_ev=-39819.347 fmax_ha_per_bohr=0.0868 spin_multiplicity=3 relative_energy_ev=0.000 homo_ev="-3.37 / -3.84" orbital_gap_ha="0.226 / 0.140"
C 0.41696 0.48798 1.60741 -0.089 1.037 1.054 0.08
C 0.41608 0.21588 -0.78021 0.029 -0.797 2.164 0.53
N 0.62319 0.70343 0.46923 0.185 0.058 -4.458 0.08
O 0.52557 0.68353 2.72676 -0.266 -0.666 3.525 0.07
S 0.35101 1.20037 -2.12037 -0.035 1.130 -1.200 0.99
S 0.27700 -1.49502 -1.01742 -0.165 0.475 -2.024 0.22
Cl -2.84623 -0.66233 1.49604 0.325 0.044 -0.076 0.00
H 0.23642 -1.13385 -2.38144 0.016 -1.281 1.015 0.03

***

23
Properties=species:S:1:pos:R:3:forces:R:3:lowdin_spin:R:1 method="wB97M-V/def2-TZVPD" s2=0.751 e_lumo_ev="-0.516 / -0.515" total_energy_ev=-61043.506 fmax_ha_per_bohr=0.0518 spin_multiplicity=2 relative_energy_ev=0.181 homo_ev="-4.94 / -4.93" orbital_gap_ha="0.163 / 0.162"
C -2.10484 0.49705 -2.01458 1.097 1.325 1.232 0.01
C -2.38400 -0.54056 -2.85834 -0.404 -1.158 -1.076 0.00
C -2.16820 -1.96481 -2.66645 0.092 -0.219 -0.291 0.01
C -1.62235 -2.76508 -1.57672 -0.838 -0.380 -1.157 0.00
C -1.16514 -2.30225 -0.38081 1.214 1.205 1.327 0.01
Yb -0.35368 -0.35853 -1.03379 -1.410 -0.904 -1.163 0.97
P -0.48166 2.38599 0.42240 -1.509 0.605 -1.244 0.00
H -2.17439 1.56787 -2.29736 -0.710 -0.725 -0.276 0.00
H -2.83567 -0.35906 -3.87401 0.411 -0.051 0.803 0.00
H -2.53112 -2.58007 -3.51437 0.491 0.480 0.469 0.00
H -0.70134 -2.91464 0.41869 -0.690 -0.298 -0.665 0.00
H -1.65636 -3.86305 -1.82831 0.135 0.882 0.253 0.00
H -0.92361 2.58865 1.75955 0.209 -0.082 -0.245 0.00
H -1.44713 3.23793 -0.22274 0.397 0.074 0.495 0.00
H 0.59663 3.30923 0.42759 -0.078 -0.097 0.148 0.00
N 2.49330 1.57581 2.84325 -0.307 0.854 0.274 0.00
C 2.45090 0.45254 2.14598 -0.052 -0.643 -0.498 0.00
N 3.39935 -0.46618 2.31336 0.118 -0.615 -0.361 0.00
S 1.17022 0.15453 1.04620 1.851 -0.209 1.906 0.00
H 3.17805 1.85137 3.52619 0.273 -0.454 -0.030 0.00
H 1.76577 2.24896 2.68630 -0.164 -0.013 -0.107 0.00
H 3.30109 -1.29132 1.75101 -0.070 -0.129 -0.058 0.00
H 4.19417 -0.46437 2.92696 -0.056 0.552 0.265 0.00

***

25
Properties=species:S:1:pos:R:3:forces:R:3:nbo_charge:R:1 method="wB97M-V/def2-TZVPD" total_charge=+2 e_lumo_ev=-8.997 total_energy_ev=-15003.443 fmax_ha_per_bohr=0.1059 spin_multiplicity=1 relative_energy_ev=3.635 homo_ev=-15.40 orbital_gap_ha=0.235
C -0.04109 2.32920 1.10842 -2.977 -0.694 -4.296 0.12
C -0.94036 2.33400 0.00928 1.071 0.770 3.859 -0.02
C -0.90438 0.99858 -0.56832 -0.631 2.042 0.113 -0.15
C 0.04903 0.47552 0.17005 1.776 -5.146 -0.072 0.46
C 2.22682 -3.12294 1.25248 0.547 0.067 -1.753 0.42
C 0.77317 -1.53667 0.10131 -0.410 4.533 0.822 0.52
C -1.99582 3.39890 -0.20777 2.644 -0.553 -0.192 -0.63
C -1.84007 0.70493 -1.63551 -1.352 -0.766 -0.277 -0.64
N 3.19682 -3.25157 2.06958 -0.717 3.355 2.223 -0.60
N 0.47618 -2.17883 -0.93985 0.660 -3.947 -1.596 -0.68
N 1.73904 -1.90998 1.02526 -2.315 2.199 0.428 -0.60
O 0.56341 1.12915 1.16785 1.197 -1.162 0.552 -0.43
H 0.22854 3.00663 1.81080 0.757 1.942 1.909 0.23
H 1.93417 -3.92334 0.56061 0.114 0.015 0.643 0.25
H -2.27095 3.34452 -1.20622 -0.296 0.765 -2.141 0.23
H -2.87621 3.20673 0.26843 -2.336 -1.064 1.794 0.24
H -1.71356 4.37622 0.14332 0.515 0.362 -0.326 0.26
H -2.88243 0.66751 -1.26954 0.473 -0.236 0.208 0.27
H -1.89195 1.52020 -2.33177 0.417 0.246 -0.595 0.27
H -1.64439 -0.21877 -2.14404 0.020 -0.396 -0.497 0.21
H 3.49508 -4.15512 2.27574 1.150 -1.738 0.798 0.46
H 3.36776 -2.39447 2.74848 0.237 -2.618 -1.584 0.46
H -0.24271 -1.83873 -1.55294 -0.279 0.331 -0.277 0.46
H 0.84993 -3.17327 -1.24137 -0.843 2.546 0.809 0.44
H 1.76500 -1.16088 1.75418 0.577 -0.853 -0.555 0.47

***

142
Properties=species:S:1:pos:R:3:forces:R:3:lowdin_charge:R:1 method="wB97M-V/def2-TZVPD" total_charge=+1 e_lumo_ev="-4.322 / -4.320" total_energy_ev=-183458.896 fmax_ha_per_bohr=0.0432 spin_multiplicity=1 relative_energy_ev=0.000 homo_ev="-9.52 / -9.52" orbital_gap_ha="0.191 / 0.191"
Pt 0.02566 -0.32737 0.71354 0.462 1.699 -1.121 1.37
C -4.31127 3.92516 1.32131 -0.027 0.109 -0.118 -0.07
C -3.34087 4.11488 0.14484 -0.026 -0.183 0.148 -0.17
C -2.66696 2.83498 -0.24191 0.097 -0.003 -0.004 -0.12
C -2.94674 1.99700 -1.27989 0.051 -0.024 -0.099 -0.12
C -4.01729 2.14376 -2.31772 -0.119 -0.119 0.340 -0.17
C -5.31806 1.44343 -1.89483 0.033 0.109 -0.138 -0.06
C -2.04680 0.87392 -1.16843 -0.135 0.106 0.100 -0.24
N -1.23399 1.05234 -0.08134 -0.083 -0.170 0.124 -0.07
C -1.60198 2.21979 0.51494 -0.139 0.198 -0.067 -0.23
C -1.08857 2.72309 1.69436 -0.061 -0.024 0.031 0.04
C -0.17818 2.10048 2.51408 -0.070 0.071 -0.084 -0.22
C 0.38688 2.69322 3.70226 0.182 -0.025 0.140 -0.11
C 0.00378 4.02081 4.27531 -0.301 -0.193 0.029 -0.17
C -1.25304 3.90350 5.15319 0.114 0.104 -0.071 -0.07
C 1.28873 1.80037 4.19255 -0.022 0.294 -0.084 -0.11
C 1.26294 0.66407 3.30521 0.171 -0.201 0.035 -0.22
C 2.09167 -0.42970 3.41850 0.085 -0.071 0.003 0.07
C 2.15952 -1.49012 2.53773 0.073 -0.111 0.093 -0.22
N 1.37774 -1.66004 1.43266 0.036 0.159 0.064 -0.09
C 1.83622 -2.76617 0.78111 0.029 -0.154 -0.095 -0.23
C 1.35286 -3.24832 -0.41573 0.050 -0.065 0.020 0.07
C 0.36569 -2.67012 -1.18615 0.080 -0.058 0.064 -0.22
N -0.29466 -1.51435 -0.88847 0.120 -0.199 -0.060 -0.04
C -1.16095 -1.28701 -1.91187 -0.240 0.098 -0.053 -0.24
C -2.02160 -0.21727 -2.00771 -0.141 0.053 -0.054 0.04
C -1.04284 -2.32074 -2.90216 0.149 -0.248 -0.072 -0.12
C -0.10408 -3.19214 -2.44279 -0.137 -0.062 -0.036 -0.12
C 0.41048 -4.42406 -3.12020 0.317 0.342 -0.094 -0.18
C 1.68895 -4.11200 -3.91759 -0.129 -0.148 0.036 -0.07
C -1.79207 -2.39081 -4.19599 -0.317 -0.085 0.275 -0.17
C -3.18054 -3.02707 -4.02201 0.128 0.036 -0.121 -0.07
C 2.92980 -3.34893 1.52004 0.079 0.073 0.085 -0.11
C 3.12567 -2.56301 2.61483 0.048 0.066 -0.107 -0.11
C 4.15279 -2.69663 3.69423 -0.228 -0.085 0.132 -0.18
C 3.57848 -3.28597 4.99083 0.099 0.029 -0.066 -0.07
C 3.67673 -4.58173 1.11780 -0.322 -0.092 0.193 -0.17
C 2.93754 -5.85851 1.54598 0.163 0.027 -0.051 -0.07
N 0.35705 0.86064 2.31357 -0.310 0.176 0.166 -0.08
C 2.19506 1.95766 5.37285 -0.172 -0.266 0.077 -0.18
C 1.72248 1.17311 6.60452 0.057 0.104 -0.038 -0.07
H -4.68786 4.89288 1.65647 -0.010 -0.063 0.029 0.08
H -3.82381 3.43043 2.16265 -0.019 0.028 0.005 0.06
H -5.16797 3.31818 1.02191 0.047 -0.015 0.031 0.07
H -2.58301 4.85396 0.41677 -0.026 0.043 -0.088 0.12
H -3.89501 4.50856 -0.70823 0.098 0.071 -0.021 0.11
H -3.68758 1.72531 -3.26861 0.048 0.098 -0.094 0.10
H -4.21657 3.20604 -2.46756 0.036 -0.009 -0.112 0.11
H -5.19323 0.35791 -1.90601 -0.032 0.029 0.055 0.07
H -6.12546 1.70300 -2.58144 0.004 -0.089 0.029 0.08
H -5.61567 1.75136 -0.89079 0.008 -0.030 -0.025 0.07
H -1.42456 3.70527 1.99775 -0.042 -0.032 -0.009 0.12
H -0.17934 4.73812 3.47226 0.110 0.042 0.032 0.11
H 0.82109 4.40618 4.88446 0.050 0.061 -0.104 0.11
H -2.09423 3.51031 4.57807 0.007 0.011 0.049 0.07
H -1.52944 4.88094 5.55158 -0.037 -0.060 0.002 0.08
H -1.06799 3.22905 5.99074 -0.050 0.008 -0.023 0.07
H 2.79034 -0.42005 4.24429 -0.012 -0.078 -0.021 0.11
H 1.80807 -4.14967 -0.80563 -0.003 0.025 0.041 0.12
H -2.72033 -0.23444 -2.83565 0.066 0.124 -0.024 0.12
H -0.35231 -4.80783 -3.79854 -0.025 -0.088 0.079 0.11
H 0.62148 -5.20024 -2.38258 -0.088 -0.058 -0.010 0.11
H 1.47134 -3.40558 -4.72079 0.049 0.002 0.034 0.08
H 2.09403 -5.02358 -4.36004 0.028 0.068 -0.007 0.08
H 2.44833 -3.66488 -3.27345 0.004 -0.006 -0.050 0.07
H -1.21820 -2.98435 -4.90846 0.036 0.105 -0.045 0.11
H -1.90165 -1.38818 -4.61309 0.081 -0.017 -0.080 0.10
H -3.08614 -4.06646 -3.69931 -0.037 0.051 0.032 0.07
H -3.72461 -3.01368 -4.96831 -0.030 -0.013 0.087 0.08
H -3.76667 -2.48605 -3.27445 -0.015 -0.039 -0.038 0.06
H 4.58316 -1.71499 3.90675 0.070 -0.043 -0.050 0.11
H 4.96246 -3.33677 3.34302 0.051 0.082 -0.013 0.11
H 2.72042 -2.70722 5.34022 0.035 -0.036 0.010 0.07
H 4.34124 -3.28151 5.77082 -0.074 -0.024 0.019 0.08
H 3.25508 -4.31759 4.83882 -0.030 0.053 0.004 0.07
H 4.65776 -4.56862 1.59169 0.069 0.014 -0.109 0.11
H 3.82918 -4.59278 0.03717 0.092 0.036 0.014 0.11
H 2.81807 -5.88378 2.63061 -0.041 -0.006 -0.036 0.07
H 3.50495 -6.74118 1.24671 -0.074 -0.002 0.013 0.08
H 1.94682 -5.91171 1.08973 0.010 -0.013 0.026 0.07
H 2.25994 3.01498 5.62956 0.094 -0.003 -0.040 0.11
H 3.19960 1.62672 5.09810 0.028 0.089 0.015 0.11
H 0.76308 1.55358 6.95962 0.010 -0.060 -0.029 0.07
H 2.44640 1.27675 7.41393 -0.045 -0.051 0.002 0.08
H 1.60538 0.11206 6.37539 -0.011 0.025 0.040 0.07
C -1.51699 -3.50264 3.84707 -0.051 0.016 -0.107 -0.05
C -1.21318 -3.45797 2.35292 -0.212 -0.034 0.208 -0.20
N -2.43479 -3.25978 1.56403 0.078 0.189 -0.031 -0.06
C -3.20973 -4.46386 1.27241 0.156 -0.108 -0.361 -0.19
C -2.70300 -5.19406 0.03038 -0.032 0.074 0.056 -0.05
C -2.83917 -2.02640 1.23781 0.109 -0.312 0.101 -0.39
C -4.17429 -1.86789 0.55855 -0.065 0.116 0.103 0.02
N -2.11766 -0.97379 1.53882 1.147 0.029 -0.093 0.08
H -0.60276 -3.70128 4.40877 -0.025 0.024 -0.014 0.08
H -2.23525 -4.29090 4.07962 0.023 0.026 0.049 0.07
H -1.92795 -2.54556 4.17190 0.016 -0.036 0.030 0.08
H -0.74047 -4.38757 2.03200 -0.020 0.031 -0.111 0.12
H -0.53902 -2.64019 2.14875 0.106 -0.060 -0.061 0.06
H -4.25849 -4.21212 1.14705 -0.024 0.002 0.114 0.11
H -3.13378 -5.12842 2.13355 -0.031 0.092 0.079 0.12
H -2.79353 -4.56788 -0.86174 0.001 -0.026 0.049 0.06
H -3.28813 -6.10392 -0.11472 0.069 0.023 -0.065 0.08
H -1.65306 -5.47251 0.14218 -0.032 0.002 -0.022 0.07
H -4.98616 -2.11569 1.24393 -0.014 -0.055 -0.041 0.10
H -4.24758 -2.51148 -0.31857 0.010 -0.011 0.026 0.09
H -4.30674 -0.83742 0.23425 0.053 0.003 0.011 0.07
H -2.59995 -0.11755 1.30867 -0.083 0.001 -0.107 0.05
F 2.65769 3.82250 -4.37741 0.130 0.108 -0.146 0.10
C 3.07639 2.55620 -4.52503 -0.181 -0.208 0.350 -0.23
C 2.79565 1.64904 -3.51554 0.114 -0.074 0.320 -0.14
C 3.14793 0.32730 -3.73567 -0.081 0.342 0.096 -0.23
F 2.82768 -0.61303 -2.84172 0.073 -0.133 -0.051 0.06
C 3.79763 -0.06535 -4.88978 0.001 -0.145 0.109 -0.14
F 4.11056 -1.34473 -5.08357 0.049 -0.070 -0.037 0.13
C 4.11139 0.87614 -5.85082 -0.029 -0.046 -0.052 -0.13
F 4.73859 0.50451 -6.95430 0.071 -0.025 -0.134 0.15
C 3.73974 2.19738 -5.67782 -0.030 0.187 -0.079 -0.14
F 4.00478 3.09501 -6.62032 0.030 0.025 -0.069 0.14
Ge 1.81805 2.30472 -1.92038 -0.262 0.673 -1.023 0.77
S 2.02086 0.94556 -0.22491 -1.159 -1.425 1.254 0.45
C 2.63048 3.97532 -1.24893 0.120 -0.329 0.066 -0.14
C 1.93863 4.67560 -0.27574 0.158 -0.281 -0.261 -0.25
F 0.78013 4.16998 0.16639 -0.113 0.150 0.099 0.08
C 2.39267 5.86459 0.24443 -0.121 0.029 0.147 -0.14
F 1.69510 6.50909 1.17800 -0.035 0.077 0.039 0.13
C 3.59567 6.37740 -0.20707 0.019 -0.036 0.005 -0.13
F 4.04963 7.51992 0.27530 0.054 0.164 0.092 0.16
C 4.33901 5.68160 -1.14165 0.149 -0.024 -0.112 -0.13
F 5.51330 6.15675 -1.54052 0.051 0.043 -0.007 0.14
C 3.85902 4.48502 -1.63875 -0.324 -0.244 0.081 -0.21
F 4.62036 3.80064 -2.49512 0.162 0.115 -0.041 0.11
C 0.17186 2.82606 -2.90930 0.040 -0.209 0.311 -0.10
C -0.32265 1.86298 -3.77600 0.230 0.179 0.289 -0.24
F 0.18052 0.62270 -3.70596 -0.108 -0.165 -0.135 0.10
C -1.28449 2.12797 -4.72121 -0.030 -0.217 -0.093 -0.15
F -1.73483 1.16146 -5.52265 -0.070 -0.042 -0.048 0.13
C -1.79152 3.40894 -4.82337 -0.039 0.006 -0.002 -0.14
F -2.72689 3.68033 -5.71678 -0.146 0.032 -0.107 0.16
C -1.33100 4.39578 -3.97669 0.004 0.182 0.078 -0.14
F -1.82358 5.62721 -4.05994 -0.053 0.047 -0.047 0.14
C -0.35580 4.10062 -3.04151 0.102 -0.266 0.169 -0.21
F 0.06628 5.10309 -2.27091 -0.038 0.099 -0.016 0.12

***

35
Properties=species:S:1:pos:R:3:forces:R:3:nbo_charge:R:1 method="wB97M-V/def2-TZVPD" e_lumo_ev=0.265 smiles="CCOC(=O)c1sc(Nc2nc3c(F)cccc3s2)cc1C" total_energy_ev=-47229.958 fmax_ha_per_bohr=0.0176 spin_multiplicity=1 homo_ev=-7.90 orbital_gap_ha=0.300
C 3.32230 -1.18051 -5.67610 -0.189 0.142 0.409 -0.62
C 3.22205 -0.28006 -4.45946 0.456 0.257 -0.261 -0.07
H 4.14334 -0.30474 -3.86627 -0.150 0.051 -0.092 0.19
H 3.03424 0.76094 -4.74642 0.062 -0.152 0.077 0.19
O 2.13947 -0.73831 -3.65014 -0.234 -0.190 0.065 -0.52
C 1.92333 -0.04245 -2.52102 0.199 0.180 -0.031 0.77
O 2.58836 0.91386 -2.19002 0.003 -0.035 -0.046 -0.61
C 0.81241 -0.55499 -1.73951 -0.356 -0.116 0.310 -0.37
C -0.05107 -1.60937 -1.94495 0.458 0.475 0.005 0.05
C -0.98420 -1.72948 -0.90157 -0.062 0.183 0.306 -0.32
C -0.83060 -0.77996 0.08106 0.446 0.124 -0.414 0.03
N -1.62130 -0.69572 1.19789 -0.314 -0.477 -0.194 -0.58
C -1.58274 0.17550 2.23266 0.310 0.699 0.474 0.29
N -2.42443 0.08685 3.20270 -0.425 -0.719 -0.349 -0.48
C -2.21538 1.05293 4.13725 0.524 0.631 0.112 0.04
C -2.93580 1.25472 5.31400 0.044 0.098 0.065 0.40
C -2.60651 2.28259 6.17151 -0.130 -0.195 -0.077 -0.28
C -1.54759 3.13317 5.87082 0.079 0.025 -0.070 -0.20
C -0.80738 2.96895 4.71546 0.116 0.097 -0.027 -0.23
C -1.14570 1.93464 3.86170 -0.376 -0.287 0.126 -0.20
S -0.39929 1.48885 2.34828 -0.399 -0.174 0.295 0.35
H 0.01381 3.62602 4.47907 0.091 0.115 0.028 0.22
H -1.30285 3.93251 6.55228 0.022 0.075 0.064 0.22
H -3.18161 2.41403 7.07416 -0.080 -0.015 0.085 0.23
F -3.96268 0.44050 5.61876 0.157 0.074 -0.110 -0.31
H -2.35667 -1.38807 1.27931 0.100 0.138 0.043 0.43
S 0.47886 0.29640 -0.25711 -0.176 -0.466 -0.353 0.47
H -1.74578 -2.48852 -0.87035 -0.165 -0.151 0.024 0.22
C -0.01647 -2.52188 -3.12171 -0.025 -0.089 -0.078 -0.63
H -0.14270 -1.95622 -4.04244 -0.013 -0.053 -0.075 0.24
H -0.80548 -3.26523 -3.04552 -0.040 -0.065 -0.030 0.21
H 0.94659 -3.02450 -3.18179 0.004 -0.069 -0.063 0.24
H 3.50558 -2.20675 -5.36920 0.047 -0.117 -0.027 0.21
H 2.39641 -1.14802 -6.24411 -0.061 -0.013 -0.113 0.21
H 4.13946 -0.84766 -6.30922 0.078 0.018 -0.077 0.22